Arrangement w

Density functional theory data (ωB97M-V with the def2-TZVPD basis set) for the molecule C5H11NS.

Geometry as ORCA input:
```
! wB97M-V def2-TZVPD RIJCOSX def2/J DEFGRID3
* xyz 0 1
C 1.54 -0.04 0.81
N 0.98 -0.06 -0.55
C 0.25 1.13 -0.82
C -0.89 1.40 0.15
S -2.26 0.12 0.04
C -1.18 -1.27 0.16
C 0.07 -1.21 -0.66
H 2.50 -0.69 0.63
H 0.81 -0.51 1.68
H 1.79 1.15 1.17
H -0.16 1.10 -1.87
H 0.84 2.08 -0.65
H -1.33 2.37 -0.06
H -0.64 1.39 1.30
H -1.10 -1.50 1.24
H -1.72 -2.12 -0.37
H 0.71 -2.02 -0.45
H -0.20 -1.34 -1.74
*
```

Results
* E_LUMO: 0.90 eV
* HOMO-LUMO gap: 9.172 eV
* SMILES string: CN1CCSCC1

---

Arrangement x

Density functional theory data (ωB97M-V with the def2-TZVPD basis set) for the molecule C5H11NS.

Geometry as ORCA input:
```
! wB97M-V def2-TZVPD RIJCOSX def2/J DEFGRID3
* xyz 0 1
C -0.05 1.69 -0.10
C -0.97 0.50 0.44
C -1.67 -0.44 -0.63
N -0.50 -1.14 -0.83
C 0.01 -0.79 0.50
C 1.46 -0.89 0.67
S 2.47 -0.02 -0.55
H 0.53 1.59 -1.01
H -0.77 2.53 -0.38
H 0.71 2.09 0.62
H -1.47 0.68 1.38
H -2.58 -0.87 -0.28
H -1.89 0.00 -1.81
H -0.39 -2.27 -1.00
H -0.43 -1.34 1.42
H 1.99 -0.61 1.65
H 1.79 -2.06 0.34
H 1.78 1.35 -0.43
*
```

Results
* E_LUMO: 0.86 eV
* HOMO-LUMO gap: 9.238 eV
* SMILES string: C[C@H]1CN[C@H]1CS

---

Most stable: arrangement w. Least stable: arrangement x.

---

Arrangement w

Density functional theory data (ωB97M-V with the def2-TZVPD basis set) for the molecule C21H18ClFN4O4.

Geometry as ORCA input:
```
! wB97M-V def2-TZVPD RIJCOSX def2/J DEFGRID3
* xyz 0 1
N 5.98 2.12 -0.29
C 4.64 2.15 -0.40
O 4.22 2.58 -1.45
C 3.76 1.53 0.65
N 4.08 0.89 1.84
C 2.91 0.63 2.42
C 2.79 -0.07 3.73
C 3.44 0.41 4.85
F 4.16 1.57 4.81
C 3.29 -0.26 6.09
C 2.55 -1.41 6.21
C 1.83 -1.88 5.11
C 1.94 -1.19 3.87
Cl 1.12 -1.82 2.48
O 1.83 1.03 1.64
C 2.40 1.58 0.49
N 1.68 2.14 -0.59
C 0.44 1.79 -1.05
C -0.65 1.45 -0.21
C -1.87 0.99 -0.75
C -2.02 0.84 -2.16
C -3.32 0.39 -2.75
O -3.76 0.93 -3.75
N -4.07 -0.61 -2.13
C -5.41 -0.97 -2.67
C -5.24 -2.06 -3.74
O -4.53 -3.20 -3.17
C -3.30 -2.84 -2.56
C -3.38 -1.73 -1.51
C -0.93 1.21 -2.99
C 0.28 1.68 -2.43
H 6.50 2.64 -0.97
H 6.40 1.66 0.54
H 3.75 0.10 6.99
H 2.53 -1.95 7.15
H 1.17 -2.74 5.24
H 2.37 2.49 -1.29
H -0.55 1.52 0.86
H -2.64 0.77 -0.07
H -5.96 -0.11 -3.08
H -6.03 -1.38 -1.85
H -4.66 -1.60 -4.57
H -6.20 -2.39 -4.14
H -2.85 -3.76 -2.15
H -2.60 -2.52 -3.33
H -3.86 -2.12 -0.64
H -2.38 -1.51 -1.17
H -0.99 1.15 -4.08
H 1.12 1.87 -3.06
*
```

Results
* E_LUMO: 0.20 eV
* HOMO-LUMO gap: 8.214 eV
* SMILES string: NC(=O)c1nc(-c2c(F)cccc2Cl)oc1Nc1ccc(C(=O)N2CCOCC2)cc1

---

Arrangement x

Density functional theory data (ωB97M-V with the def2-TZVPD basis set) for the molecule C21H18ClFN4O4.

Geometry as ORCA input:
```
! wB97M-V def2-TZVPD RIJCOSX def2/J DEFGRID3
* xyz 0 1
N 3.63 1.94 -5.06
C 2.79 1.24 -4.27
O 2.59 0.07 -4.58
C 2.09 1.88 -3.13
N 2.32 3.16 -2.69
C 1.43 3.30 -1.74
C 1.23 4.56 -0.97
C 1.11 4.54 0.43
F 1.18 3.32 1.08
C 0.83 5.67 1.15
C 0.70 6.92 0.49
C 0.87 6.99 -0.91
C 1.18 5.84 -1.62
Cl 1.42 5.98 -3.36
O 0.67 2.18 -1.53
C 1.10 1.25 -2.41
N 0.58 -0.04 -2.66
C -0.06 -0.85 -1.68
C 0.31 -2.19 -1.66
C -0.34 -3.08 -0.78
C -1.28 -2.68 0.14
C -2.02 -3.68 1.00
O -2.34 -4.74 0.46
N -2.33 -3.55 2.37
C -1.45 -2.77 3.23
C -0.58 -3.72 4.06
O -1.34 -4.67 4.78
C -2.20 -5.44 3.92
C -3.14 -4.57 3.09
C -1.68 -1.34 0.10
C -1.08 -0.43 -0.81
H 4.20 1.35 -5.67
H 3.99 2.82 -4.69
H 0.70 5.63 2.22
H 0.53 7.81 1.09
H 0.80 7.92 -1.45
H 1.10 -0.54 -3.38
H 1.11 -2.57 -2.29
H -0.11 -4.14 -0.83
H -0.80 -2.09 2.62
H -2.04 -2.13 3.89
H 0.17 -4.22 3.42
H -0.05 -3.13 4.84
H -2.78 -6.18 4.47
H -1.55 -5.96 3.22
H -3.83 -4.09 3.81
H -3.73 -5.17 2.43
H -2.50 -1.00 0.74
H -1.41 0.59 -0.89
*
```

Results
* E_LUMO: 0.06 eV
* HOMO-LUMO gap: 8.134 eV
* SMILES string: NC(=O)c1nc(-c2c(F)cccc2Cl)oc1Nc1ccc(C(=O)N2CCOCC2)cc1

---

Most stable: arrangement x. Least stable: arrangement w.

---

Arrangement w

Density functional theory data (ωB97M-V with the def2-TZVPD basis set) for a structure of composition C3H2NOS2.

Geometry as ORCA input:
```
! wB97M-V def2-TZVPD RIJCOSX def2/J DEFGRID3
* xyz -1 1
C 0.24 -0.70 0.81
C 1.17 0.43 0.75
C -1.10 -0.03 -0.94
N -0.76 -0.91 0.04
O 2.14 0.66 1.49
S -2.66 0.64 -1.17
S 0.78 1.39 -0.64
H 0.65 -1.38 1.46
H -0.46 -0.09 -1.81
*
```

Results
* E_LUMO: 3.34 eV
* HOMO-LUMO gap: 7.144 eV

---

Arrangement x

Density functional theory data (ωB97M-V with the def2-TZVPD basis set) for the ion C3H2NOS2 with charge -1.

Geometry as ORCA input:
```
! wB97M-V def2-TZVPD RIJCOSX def2/J DEFGRID3
* xyz -1 1
C 1.46 0.04 0.01
C 0.54 0.24 -1.01
C -0.82 -0.03 1.10
N -2.01 -0.25 1.37
O -0.74 0.23 -0.80
S 1.14 0.43 -2.55
S 0.77 -0.11 1.59
H 2.28 -0.57 -0.22
H -2.61 0.02 0.51
*
```

Results
* E_LUMO: 3.27 eV
* HOMO-LUMO gap: 5.853 eV

---

Most stable: arrangement w. Least stable: arrangement x.

---

Arrangement w

Density functional theory data (ωB97M-V with the def2-TZVPD basis set) for a cluster of 2 separate species, C3H10O2 in total.

Geometry as ORCA input:
```
! wB97M-V def2-TZVPD RIJCOSX def2/J DEFGRID3
* xyz 0 1
C -0.45 -2.44 0.89
C -1.47 -1.27 1.00
O -2.03 -0.89 -0.26
H -0.38 -2.71 -0.14
H 0.46 -1.87 1.15
H -0.61 -3.33 1.45
H -0.87 -0.40 1.31
H -2.26 -1.26 1.75
H -2.60 -1.64 -0.58
C 1.77 2.26 -1.13
O 1.64 3.63 -1.38
H 0.89 1.61 -0.74
H 2.02 1.89 -2.16
H 2.71 2.24 -0.43
H 1.20 4.19 -0.73
*
```

Results
* E_LUMO: 0.85 eV
* HOMO-LUMO gap: 10.966 eV
* SMILES string: CCO.CO

---

Arrangement x

Density functional theory data (ωB97M-V with the def2-TZVPD basis set) for a cluster of 3 separate species, C3H10O2 in total.

Geometry as ORCA input:
```
! wB97M-V def2-TZVPD RIJCOSX def2/J DEFGRID3
* xyz 0 1
C 0.51 0.23 2.38
C -0.45 0.13 1.45
C -1.42 -1.06 1.30
H 1.32 0.92 2.11
H 0.62 -0.39 3.28
H -0.47 0.80 0.59
H -1.24 -1.67 2.17
H -1.35 -1.38 0.25
H -2.46 -0.68 1.36
O 1.65 -1.04 -1.52
H 1.37 -1.40 -2.37
H 1.06 -0.27 -1.46
O 0.15 1.88 -2.82
H -0.05 1.37 -3.61
H 0.77 2.56 -3.10
*
```

Results
* E_LUMO: 0.49 eV
* HOMO-LUMO gap: 9.776 eV
* SMILES string: C=CC.O.O

---

Arrangement y

Density functional theory data (ωB97M-V with the def2-TZVPD basis set) for a cluster of 2 separate species, C3H10O2 in total.

Geometry as ORCA input:
```
! wB97M-V def2-TZVPD RIJCOSX def2/J DEFGRID3
* xyz 0 1
C 0.77 -0.38 -0.07
C 0.27 1.06 0.24
C 0.82 2.11 -0.71
O 0.34 1.36 1.60
H 0.19 -1.04 0.57
H 1.80 -0.44 0.30
H 0.62 -0.66 -1.10
H -0.78 1.02 -0.12
H 0.58 1.98 -1.77
H 1.88 1.83 -0.70
H 0.61 3.15 -0.52
H 1.25 1.51 1.83
O -3.01 -4.15 0.16
H -2.39 -3.83 0.83
H -2.94 -3.52 -0.54
*
```

Results
* E_LUMO: 0.64 eV
* HOMO-LUMO gap: 11.215 eV
* SMILES string: CC(C)O.O

---

Most stable: arrangement y. Least stable: arrangement w.

---

Arrangement w

Density functional theory data (ωB97M-V with the def2-TZVPD basis set) for a structure of composition C3H14NO4.

Geometry as ORCA input:
```
! wB97M-V def2-TZVPD RIJCOSX def2/J DEFGRID3
* xyz 0 2
C 3.37 0.45 1.22
N 2.29 -0.53 1.20
C 1.44 -0.09 -0.30
C 0.08 0.32 0.20
O -0.81 0.50 -0.93
H 3.00 1.48 1.33
H 4.00 0.49 0.33
H 3.99 0.29 2.09
H 2.32 -0.95 0.26
H 1.27 -0.66 -1.22
H 2.02 0.79 -0.55
H 0.07 1.19 0.83
H -0.30 -0.55 0.73
H -1.68 0.42 -0.54
H -3.82 -0.18 -0.57
O -3.32 0.15 0.22
H 0.07 0.83 -2.54
H 1.54 0.66 -2.97
O 0.74 1.15 -3.16
H -3.20 -1.11 1.20
H -2.41 -2.29 1.76
O -3.26 -1.83 1.86
*
```

Results
* E_LUMO (spin up / spin down): 0.24 / -4.01 eV
* HOMO-LUMO gap (spin up / spin down): 9.862 / 5.610 eV

---

Arrangement x

Density functional theory data (ωB97M-V with the def2-TZVPD basis set) for a cluster of 4 separate species, C3H14NO4 in total.

Geometry as ORCA input:
```
! wB97M-V def2-TZVPD RIJCOSX def2/J DEFGRID3
* xyz 0 2
C -1.16 -0.91 -0.20
N 0.25 -0.63 -0.48
C 0.62 0.78 -0.21
O 0.54 1.19 1.04
C -1.43 -2.40 -0.19
H -1.71 -0.46 -1.04
H -1.47 -0.41 0.73
H 0.97 -1.12 0.13
H 1.69 0.80 -0.64
H -0.01 1.40 -0.89
H -1.06 -2.94 -1.05
H -0.88 -2.91 0.59
H -2.44 -2.67 0.15
H 1.46 -0.80 -3.58
H 0.34 -1.05 -2.57
O 0.58 -1.17 -3.50
H 1.45 0.69 2.16
H 2.00 1.62 3.25
O 2.03 0.70 2.98
H -1.18 3.88 0.81
H -0.13 2.76 1.12
O -0.44 3.65 1.38
*
```

Results
* E_LUMO (spin up / spin down): 0.48 / -3.71 eV
* HOMO-LUMO gap (spin up / spin down): 11.019 / 6.769 eV

---

Most stable: arrangement x. Least stable: arrangement w.

---

Arrangement w

Density functional theory data (ωB97M-V with the def2-TZVPD basis set) for the molecule C3H4N4O2.

Geometry as ORCA input:
```
! wB97M-V def2-TZVPD RIJCOSX def2/J DEFGRID3
* xyz 0 1
C 1.14 0.18 -0.57
C 0.17 -0.78 -0.20
C -1.49 -1.68 1.33
N 0.80 1.45 -0.65
N -0.66 -1.12 0.59
N -1.31 2.58 -0.73
N 2.33 -0.30 -0.93
O -2.40 2.59 -0.14
O -0.53 1.67 -0.13
H -1.46 -2.69 1.60
H -2.23 -0.94 1.46
H 2.54 -1.24 -0.78
H 3.09 0.28 -0.87
*
```

Results
* E_LUMO: 0.18 eV
* HOMO-LUMO gap: 8.305 eV

---

Arrangement x

Density functional theory data (ωB97M-V with the def2-TZVPD basis set) for a structure of composition C3H4N4O2.

Geometry as ORCA input:
```
! wB97M-V def2-TZVPD RIJCOSX def2/J DEFGRID3
* xyz 0 1
C -0.19 -0.54 0.82
C -1.03 0.56 -1.32
C 1.05 0.27 -1.02
H -1.51 -0.84 3.64
H 0.80 -0.67 1.38
H -2.02 0.85 -0.87
H 2.67 0.74 -1.21
N -1.16 -1.05 1.41
N -0.22 -0.18 -0.54
N -0.60 1.19 -2.34
N 2.19 0.07 -0.52
O -0.78 -1.37 2.71
O 0.80 0.98 -2.13
*
```

Results
* E_LUMO: -0.17 eV
* HOMO-LUMO gap: 9.315 eV

---

Most stable: arrangement x. Least stable: arrangement w.